No. 1
The following is a DFT calculation (the ωB97M-V functional and the def2-TZVPD basis) of the molecule C2H4N2OS2 in a non-equilibrium geometry.

Spin multiplicity ... 1
Relative energy (zero: lowest compared OMol25 entry of this formula, charge and spin) ... 465.4 kJ/mol
Gap between HOMO and LUMO (spin up / spin down) ... 0.193 / 0.194 hartree
LUMO level (spin up / spin down) ... -0.1216 / -0.1215 Eh
Charge ... 0

The geometry in XYZ format:
```
11
C2H4N2OS2 the ωB97M-V functional and the def2-TZVPD basis
C 0.345 -0.919 -1.213
C -0.405 0.472 0.550
N -0.488 -0.064 -0.753
N -1.418 1.446 0.695
O 2.288 -2.600 -1.255
S 1.421 1.270 0.790
S 1.611 -1.827 -0.254
H 0.039 -1.424 -2.099
H -0.405 -0.323 1.301
H -1.704 1.525 1.720
H -1.284 2.445 0.517
```

natural (NBO) population analysis, charges in e, atoms 1 to 6: C -0.15; C 0.01; N -0.34; N -0.82; O -0.80; S -0.24

No. 2
The following is a DFT calculation (the ωB97M-V functional and the def2-TZVPD basis) of a cluster of 2 separate species, C5H8N2 in total in a non-equilibrium geometry.

Spin multiplicity ... 1
Relative energy (zero: lowest compared OMol25 entry of this formula, charge and spin) ... 555.7 kJ/mol
Gap between HOMO and LUMO (spin up / spin down) ... 0.413 / 0.253 hartree
LUMO level (spin up / spin down) ... 0.0209 / -0.0513 Eh
Charge ... 0

The geometry in XYZ format:
```
15
C5H8N2 the ωB97M-V functional and the def2-TZVPD basis
C -2.086 0.138 -0.012
C -1.023 -0.405 -0.943
C 0.301 0.229 -1.160
C 0.768 1.306 -0.305
N 1.238 2.061 0.440
N 0.168 -1.066 -0.479
C 2.111 -0.607 1.437
H -1.666 0.827 0.726
H -2.857 0.668 -0.584
H -2.569 -0.690 0.517
H -1.444 -0.849 -1.855
H 0.745 0.250 -2.157
H 1.677 -0.818 0.471
H 2.833 -1.292 1.876
H 1.805 0.249 2.028
```

natural (NBO) population analysis, charges in e, atoms 1 to 6: C -0.62; C -0.12; C -0.28; C 0.27; N -0.30; N -0.14

No. 3
The following is a DFT calculation (the ωB97M-V functional and the def2-TZVPD basis) of the molecule C8H7NO2 in a non-equilibrium geometry.

Spin multiplicity ... 1
Relative energy (zero: lowest compared OMol25 entry of this formula, charge and spin) ... 309.9 kJ/mol
Gap between HOMO and LUMO ... 0.333 hartree
LUMO level ... -0.0016 Eh
Charge ... 0

The geometry in XYZ format:
```
18
C8H7NO2 the ωB97M-V functional and the def2-TZVPD basis
C 0.988 -0.052 0.642
C 1.243 -0.797 -0.627
C 2.047 -1.914 -0.545
C 0.807 -0.196 -1.882
C -0.486 0.350 0.546
C -1.578 -0.372 0.736
C -2.647 0.601 0.500
C -2.101 1.747 0.148
H 1.846 1.643 0.315
H 1.038 -0.850 1.310
H 2.383 -2.373 0.407
H 2.431 -2.368 -1.455
H -1.628 -1.314 1.259
H -3.758 0.479 0.645
H -2.402 2.741 -0.287
N 0.627 0.079 -3.006
O 1.924 0.941 1.034
O -0.733 1.656 0.260
```

natural (NBO) population analysis, charges in e, atoms 1 to 6: C 0.03; C -0.15; C -0.28; C 0.24; C 0.27; C -0.32

No. 4
The following is a DFT calculation (the ωB97M-V functional and the def2-TZVPD basis) of a cluster of 2 separate species, C6H12O in total in a non-equilibrium geometry.

Spin multiplicity ... 1
Relative energy (zero: lowest compared OMol25 entry of this formula, charge and spin) ... 256.5 kJ/mol
Gap between HOMO and LUMO ... 0.351 hartree
LUMO level ... 0.0328 Eh
Charge ... 0

The geometry in XYZ format:
```
19
C6H12O the ωB97M-V functional and the def2-TZVPD basis
C 2.037 -0.655 -0.767
C 2.589 -0.679 0.450
C 0.072 0.776 -0.640
C 0.644 -0.262 -1.165
C -0.110 -1.201 -2.157
C -1.276 1.244 -0.874
H 2.667 -0.997 -1.566
H 2.242 -0.461 1.376
H 3.527 -1.156 0.444
H 0.623 1.368 0.161
H -0.982 -0.775 -2.621
H -0.258 -1.963 -1.464
H 0.508 -1.498 -2.940
H -1.735 1.890 -0.032
H -2.109 0.397 -0.775
H -1.389 1.841 -1.696
H -2.160 -0.027 4.879
H -2.868 1.277 4.793
O -2.022 0.882 4.595
```

natural (NBO) population analysis, charges in e, atoms 1 to 6: C -0.18; C -0.38; C -0.19; C -0.03; C -0.64; C -0.65

No. 5
The following is a DFT calculation (the ωB97M-V functional and the def2-TZVPD basis) of a structure of composition C3H7NO in a non-equilibrium geometry.

Spin multiplicity ... 1
Relative energy (zero: lowest compared OMol25 entry of this formula, charge and spin) ... 304.3 kJ/mol
Gap between HOMO and LUMO ... 0.343 hartree
LUMO level ... 0.0294 Eh
Charge ... 0

The geometry in XYZ format:
```
12
C3H7NO the ωB97M-V functional and the def2-TZVPD basis
C -0.316 0.376 0.247
C -1.775 0.226 -0.107
C 0.557 -0.759 0.057
N 1.909 -0.033 -0.099
O 0.394 -1.871 -0.369
H 2.472 -0.431 -0.841
H 2.468 0.096 0.738
H -0.116 0.890 1.189
H 0.867 0.955 -0.217
H -2.306 -0.401 0.614
H -2.268 1.198 -0.130
H -1.887 -0.246 -1.084
```

natural (NBO) population analysis, charges in e, atoms 1 to 6: C -0.64; C -0.61; C 0.68; N -0.94; O -0.54; H 0.40

No. 6
The following is a DFT calculation (the ωB97M-V functional and the def2-TZVPD basis) of a cluster of 2 separate species, C15H18 in total in a non-equilibrium geometry.

Spin multiplicity ... 1
Relative energy (zero: lowest compared OMol25 entry of this formula, charge and spin) ... 115.3 kJ/mol
Gap between HOMO and LUMO ... 0.357 hartree
LUMO level ... 0.0336 Eh
Charge ... 0

The geometry in XYZ format:
```
33
C15H18 the ωB97M-V functional and the def2-TZVPD basis
C 1.087 0.676 -3.376
C 2.340 0.098 -2.605
C -0.188 0.445 -2.661
C -0.830 1.507 -2.026
C -0.825 -0.794 -2.508
C -1.914 1.336 -1.179
C -1.975 -0.978 -1.767
C -2.481 0.081 -0.992
H 1.240 1.765 -3.338
H 1.243 0.371 -4.403
H 3.071 0.856 -2.326
H -0.470 2.533 -2.124
H -0.375 -1.630 -3.036
H -2.424 2.236 -0.893
H -2.410 -1.962 -1.691
H -3.495 0.058 -0.606
H 2.739 -0.627 -3.320
H 2.252 -0.430 -1.647
C 1.673 -1.904 2.057
C 0.724 -0.870 2.543
C 0.851 -0.210 3.779
C -0.367 -0.551 1.745
C -0.141 0.646 4.200
C -1.285 0.461 2.100
C -1.271 0.876 3.409
H 2.602 -2.060 2.603
H 2.189 -1.667 1.101
H 1.804 -0.268 4.292
H -0.563 -0.946 0.747
H -0.055 1.263 5.079
H -1.844 0.920 1.304
H -2.036 1.607 3.658
H 1.135 -2.840 1.881
```

natural (NBO) population analysis, charges in e, atoms 1 to 6: C -0.43; C -0.61; C -0.01; C -0.20; C -0.20; C -0.22

> spin multiplicity of number 5 (C3H7NO)?

1